Record 1
{
  "formula": "CH2FPS",
  "method": "ωB97M-V with the def2-TZVPD basis set",
  "molar_mass_g_mol": 96.07,
  "e_homo_ev": -9.00,
  "smiles": "C=PSF",
  "energy_ev": -23908.9360,
  "fmax_ev_per_a": 4.8,
  "orbital_gap_ha": 0.3184,
  "symbols": ["C", "F", "P", "S", "H", "H"],
  "xyz": [[-0.2946, -0.2279, -0.0385], [-4.4628, -0.1564, -0.0259], [-1.7854, -1.0015, 0.0259], [-3.0317, 0.7014, 0.0109], [0.4562, -0.8807, -0.3445], [-0.2534, 0.7221, 0.2736]],
  "atomic_forces_ev_per_a": [[-3.272, -3.465, -0.195], [0.680, 0.611, 0.179], [0.660, 0.748, -0.701], [-0.812, -0.925, 0.183], [1.710, -0.489, -0.016], [1.034, 3.519, 0.550]]
}

---

Record 2
{
  "formula": "C3H11N3OS",
  "method": "ωB97M-V with the def2-TZVPD basis set",
  "molar_mass_g_mol": 137.21,
  "e_homo_ev": -8.51,
  "energy_ev": -20638.7880,
  "fmax_ev_per_a": 2.9,
  "orbital_gap_ha": 0.3334,
  "symbols": ["C", "C", "C", "N", "N", "N", "O", "S", "H", "H", "H", "H", "H", "H", "H", "H", "H", "H", "H"],
  "xyz": [[-0.9928, 1.0562, 2.2386], [0.9563, -2.1108, -0.0596], [-0.4849, -0.6769, -1.4378], [-0.4664, 0.5684, 0.9939], [1.3270, 1.9116, -0.4026], [0.7914, -0.7649, -0.7094], [-0.0437, -2.4727, 0.8336], [0.9769, 0.4931, 0.5208], [-2.0363, 0.7508, 2.2382], [-0.8857, 2.1670, 2.2305], [-0.4708, 0.6433, 3.2169], [-0.2182, -1.6001, 1.2336], [1.1575, -2.8399, -0.9375], [1.9058, -2.1714, 0.4000], [-1.3986, -0.6285, -0.6757], [-0.5762, 0.2151, -2.2081], [-0.6634, -1.7436, -1.7523], [2.2268, 2.2449, -0.0648], [1.2289, 1.8285, -1.3685]],
  "atomic_forces_ev_per_a": [[1.492, 0.457, 1.242], [0.769, -0.285, -2.734], [-2.302, -0.349, 1.078], [-0.516, -0.717, 0.171], [0.142, -0.661, 2.465], [0.362, 0.527, 0.325], [-0.194, 0.414, -0.336], [-0.179, -0.466, -0.411], [-0.054, 0.261, 0.362], [-0.465, -0.641, 0.467], [-0.879, 0.685, -1.785], [-0.656, -0.329, 0.395], [-1.308, 0.848, 1.277], [1.231, 0.640, 0.907], [1.859, 0.585, -1.483], [0.402, -2.210, 1.453], [0.352, 1.341, -0.905], [-0.082, -0.034, -0.625], [0.025, -0.066, -1.862]]
}

---

Record 3
{
  "formula": "C56H46IrNO4S3",
  "method": "ωB97M-V with the def2-TZVPD basis set",
  "molar_mass_g_mol": 1085.40,
  "e_homo_ev": -12.55,
  "charge": 2,
  "energy_ev": -103829.2618,
  "fmax_ev_per_a": 1.0,
  "orbital_gap_ha": 0.2457,
  "symbols": ["Ir", "C", "C", "C", "C", "C", "C", "C", "S", "O", "C", "C", "C", "C", "C", "C", "C", "C", "C", "C", "C", "C", "C", "C", "C", "C", "C", "C", "C", "C", "S", "O", "C", "C", "C", "C", "C", "C", "C", "H", "H", "H", "H", "H", "H", "H", "H", "H", "H", "H", "H", "H", "H", "H", "H", "H", "H", "H", "H", "H", "H", "H", "H", "H", "H", "S", "C", "C", "O", "C", "C", "C", "C", "C", "C", "N", "C", "C", "C", "C", "C", "C", "C", "O", "H", "H", "H", "H", "H", "H", "H", "H", "H", "H", "H", "H", "H", "C", "C", "C", "C", "C", "C", "C", "H", "H", "H", "H", "H", "H", "H"],
  "xyz": [[1.3427, 1.4104, 0.0705], [-6.9866, -0.0909, 2.5022], [-5.6472, 0.0212, 1.8312], [-4.4672, -0.0354, 2.5775], [-3.2287, 0.0777, 1.9720], [-3.1690, 0.2588, 0.5986], [-4.3234, 0.3352, -0.1688], [-5.5554, 0.2082, 0.4525], [-1.6421, 0.3787, -0.2875], [-0.6278, 0.8555, 0.7716], [-1.2273, -1.3238, -0.5151], [-0.9846, -2.1472, 0.6074], [-0.6646, -3.4510, 0.4146], [-0.5778, -3.9930, -0.8940], [-0.2611, -5.3532, -1.1041], [-0.1703, -5.8565, -2.3718], [-0.3898, -5.0223, -3.4865], [-0.7009, -3.7025, -3.3160], [-0.8038, -3.1557, -2.0157], [-1.1251, -1.7797, -1.8011], [-1.3769, -0.8870, -2.9766], [-2.6302, -0.9568, -3.6499], [-3.6577, -1.8373, -3.2291], [-4.8445, -1.8888, -3.9047], [-5.0665, -1.0670, -5.0305], [-4.0975, -0.2031, -5.4538], [-2.8574, -0.1232, -4.7770], [-1.8400, 0.7682, -5.1997], [-0.6565, 0.8470, -4.5294], [-0.4320, 0.0148, -3.4173], [1.1111, 0.2554, -2.5237], [1.7681, 1.4326, -3.1440], [1.9766, -1.2201, -2.9797], [2.4314, -2.0141, -1.9370], [3.1026, -3.1938, -2.2312], [3.3341, -3.5682, -3.5512], [4.0466, -4.8499, -3.8802], [2.8837, -2.7328, -4.5815], [2.2007, -1.5660, -4.3070], [-6.9244, -0.6849, 3.4131], [-7.7222, -0.5474, 1.8421], [-7.3589, 0.8987, 2.7764], [-4.5275, -0.1804, 3.6500], [-2.3181, 0.0334, 2.5578], [-4.2597, 0.4828, -1.2430], [-6.4600, 0.2581, -0.1417], [-1.0452, -1.7297, 1.6048], [-0.4809, -4.1020, 1.2609], [-0.0990, -5.9927, -0.2438], [0.0642, -6.9021, -2.5247], [-0.3166, -5.4345, -4.4852], [-0.8709, -3.0676, -4.1758], [-3.4942, -2.4776, -2.3703], [-5.6206, -2.5712, -3.5817], [-6.0091, -1.1289, -5.5587], [-4.2606, 0.4297, -6.3182], [-2.0216, 1.3968, -6.0639], [0.1231, 1.5387, -4.8266], [2.2340, -1.7217, -0.9067], [3.4430, -3.8353, -1.4267], [4.2578, -5.4317, -2.9844], [4.9924, -4.6472, -4.3859], [3.4462, -5.4630, -4.5550], [3.0696, -3.0152, -5.6116], [1.8458, -0.9263, -5.1075], [4.5042, 2.0564, -0.8223], [3.0661, 1.7568, -0.4243], [4.3285, 3.9251, 3.1669], [3.0739, 3.3572, 3.5557], [2.6885, 3.4744, 4.8453], [3.3453, 4.2168, 5.8199], [2.8241, 4.2939, 7.1022], [1.6480, 3.6454, 7.4372], [0.9949, 2.8940, 6.4766], [1.5248, 2.7906, 5.1997], [0.8084, 2.0356, 4.2168], [1.2187, 1.1352, 3.3764], [2.4997, 0.5253, 3.2816], [3.3979, 0.4473, 4.3612], [4.4796, -0.3959, 4.3071], [4.6899, -1.1790, 3.1706], [3.8311, -1.1061, 2.0845], [2.7416, -0.2499, 2.1192], [1.9256, -0.2123, 1.0637], [4.4698, 3.6441, 2.1265], [5.1398, 3.5172, 3.7693], [4.3095, 5.0117, 3.2524], [4.2548, 4.7496, 5.5823], [3.3464, 4.8806, 7.8463], [1.2465, 3.7184, 8.4382], [0.0795, 2.3653, 6.7194], [-0.1823, 2.2472, 4.1712], [0.4520, 0.7615, 2.7015], [3.2160, 1.0264, 5.2570], [5.1575, -0.4634, 5.1473], [5.5418, -1.8459, 3.1305], [4.0006, -1.6921, 1.1903], [1.3181, 3.3024, 0.9752], [0.1062, 3.4701, 0.2003], [-1.1886, 3.4863, 0.7682], [-2.2907, 3.4880, -0.0437], [-2.1440, 3.4295, -1.4435], [-0.8945, 3.3932, -2.0134], [0.2436, 3.4347, -1.1976], [1.3655, 3.5000, 2.0407], [2.1520, 3.8033, 0.4889], [-1.3003, 3.5100, 1.8459], [-3.2819, 3.5371, 0.3897], [-3.0252, 3.4333, -2.0724], [-0.7844, 3.3755, -3.0875], [1.2289, 3.4818, -1.6479]],
  "atomic_forces_ev_per_a": [[-1.041, 0.123, -0.016], [0.023, 0.008, 0.016], [0.014, 0.003, -0.019], [-0.084, -0.011, 0.013], [0.106, 0.052, 0.023], [-0.019, 0.006, -0.071], [0.014, -0.004, -0.057], [0.001, -0.009, 0.031], [-0.175, -0.234, -0.007], [0.387, -0.226, 0.346], [0.034, -0.029, -0.017], [0.009, 0.096, 0.134], [-0.017, -0.063, 0.069], [0.026, 0.045, -0.157], [0.014, -0.061, 0.000], [0.004, -0.020, 0.027], [0.009, 0.004, -0.044], [0.064, -0.012, -0.020], [0.048, -0.023, 0.072], [0.000, -0.052, -0.283], [0.163, 0.213, 0.077], [0.086, 0.046, -0.127], [-0.120, -0.053, 0.016], [0.036, -0.032, 0.069], [0.002, 0.055, -0.053], [-0.083, -0.021, -0.021], [0.102, -0.025, 0.076], [-0.122, -0.039, -0.024], [0.166, 0.154, -0.011], [-0.286, -0.241, 0.272], [0.107, 0.068, -0.115], [-0.035, -0.009, -0.106], [0.019, -0.112, 0.453], [-0.092, -0.013, 0.046], [-0.019, 0.000, -0.051], [-0.018, -0.035, 0.015], [-0.005, 0.022, -0.020], [0.026, -0.051, 0.028], [-0.070, 0.119, -0.079], [0.002, 0.012, -0.012], [0.005, 0.003, -0.006], [0.009, -0.014, -0.005], [0.009, 0.001, -0.029], [-0.042, 0.006, -0.019], [-0.012, -0.015, 0.039], [0.019, -0.001, 0.014], [-0.004, -0.030, -0.053], [0.002, 0.014, -0.005], [0.000, 0.026, -0.032], [0.001, 0.021, 0.003], [-0.005, 0.010, 0.027], [0.008, -0.005, -0.005], [-0.013, 0.012, -0.030], [0.020, 0.015, -0.002], [0.021, 0.010, 0.007], [-0.003, -0.017, 0.020], [0.017, -0.024, 0.016], [-0.030, -0.037, 0.008], [0.029, -0.045, -0.111], [-0.003, 0.013, -0.020], [-0.005, 0.014, -0.012], [-0.013, 0.002, 0.012], [0.011, 0.017, 0.022], [-0.016, 0.013, 0.029], [0.022, -0.029, 0.016], [-0.209, -0.126, 0.057], [0.270, 0.328, -0.306], [-0.108, -0.004, 0.053], [0.212, 0.077, -0.018], [0.048, 0.157, 0.029], [0.076, -0.005, -0.139], [0.072, 0.059, 0.053], [-0.073, -0.040, 0.068], [-0.053, -0.108, -0.013], [-0.047, 0.101, 0.084], [-0.461, 0.208, 0.191], [0.324, -0.331, -0.165], [-0.198, -0.235, -0.003], [0.129, 0.017, 0.123], [0.040, 0.067, 0.163], [-0.171, -0.024, -0.328], [0.515, -0.215, 0.196], [-0.353, 0.283, -0.255], [0.021, -0.068, 0.095], [-0.005, -0.007, 0.023], [0.026, -0.023, 0.015], [-0.008, 0.019, 0.016], [-0.008, -0.009, -0.024], [-0.006, -0.007, -0.016], [-0.008, -0.007, -0.027], [0.033, 0.016, -0.013], [0.069, -0.035, 0.067], [0.033, 0.106, -0.025], [0.029, -0.086, -0.022], [-0.022, -0.004, -0.024], [-0.007, 0.007, -0.004], [0.006, 0.002, 0.027], [0.753, 0.144, -0.098], [-0.084, 0.245, 0.098], [-0.184, 0.205, -0.106], [0.064, 0.153, 0.129], [0.130, 0.092, -0.170], [-0.378, -0.004, -0.144], [0.424, -0.557, 0.069], [-0.386, -0.347, -0.053], [0.119, 0.147, 0.231], [0.034, 0.020, -0.051], [0.010, -0.017, -0.012], [0.009, -0.003, -0.001], [0.043, -0.029, -0.035], [-0.026, 0.232, -0.091]]
}

---

Record 4
{
  "formula": "C21H20IN11ORuS2",
  "method": "ωB97M-V with the def2-TZVPD basis set",
  "molar_mass_g_mol": 734.58,
  "e_homo_ev": [-15.68, -15.16],
  "charge": 3,
  "energy_ev": -72870.8028,
  "fmax_ev_per_a": 0.6,
  "orbital_gap_ha": [0.2122, 0.1328],
  "spin_multiplicity": 2,
  "symbols": ["Ru", "S", "N", "C", "C", "C", "C", "C", "N", "C", "C", "N", "C", "C", "C", "C", "C", "N", "H", "H", "H", "H", "H", "H", "I", "C", "C", "N", "N", "C", "H", "H", "H", "C", "N", "C", "C", "C", "N", "C", "O", "N", "H", "H", "H", "H", "H", "H", "H", "N", "C", "N", "S", "H", "H", "H", "H"],
  "xyz": [[-0.2990, 0.2411, -0.5071], [5.8706, -3.2065, -2.9925], [4.7321, -2.4247, -3.8115], [3.8466, -1.9970, -2.9245], [2.6606, -1.2225, -3.2252], [2.2969, -0.7868, -4.5054], [1.1550, -0.0306, -4.6460], [0.3920, 0.2757, -3.5217], [0.7137, -0.1397, -2.3013], [1.8422, -0.8781, -2.1535], [2.1717, -1.2607, -0.7960], [1.3017, -0.8408, 0.1671], [1.5723, -1.1145, 1.4537], [2.6984, -1.8319, 1.8271], [3.5741, -2.2766, 0.8572], [3.3163, -1.9832, -0.4888], [4.1670, -2.3661, -1.5959], [5.2871, -3.0658, -1.5024], [2.9187, -1.0390, -5.3549], [0.8441, 0.3367, -5.6136], [-0.4987, 0.8825, -3.6153], [0.8850, -0.7383, 2.2028], [2.8720, -2.0247, 2.8761], [4.4628, -2.8397, 1.1149], [-3.4522, -0.0484, 4.7672], [-2.3803, 0.6027, 3.1511], [-2.0552, 1.9280, 2.8370], [-1.3559, 1.9124, 1.7072], [-1.1515, 0.6405, 1.2715], [-1.7911, -0.1517, 2.1511], [-2.2801, 2.8479, 3.3531], [-0.9371, 2.6929, 1.2234], [-1.7578, -1.2243, 2.0489], [-3.4061, 3.2807, -2.4961], [-3.3170, 1.8251, -2.2514], [-4.3349, 0.9620, -2.5798], [-4.2639, -0.3636, -2.3362], [-3.0890, -0.8900, -1.7192], [-2.1173, -0.0186, -1.4016], [-2.2360, 1.3003, -1.6585], [-1.2103, 1.9393, -1.2727], [-2.9286, -2.1747, -1.4644], [-4.0822, 3.4448, -3.3298], [-2.4185, 3.6566, -2.7464], [-3.7819, 3.7817, -1.6068], [-5.1960, 1.4152, -3.0521], [-5.0797, -1.0144, -2.6139], [-3.6448, -2.8429, -1.7064], [-2.0735, -2.5282, -1.0653], [1.0227, 0.2408, 6.8085], [1.2947, 1.1142, 5.8438], [2.0719, 2.1541, 6.1252], [0.6446, 0.9084, 4.2718], [1.3585, 0.3521, 7.7527], [0.4206, -0.5364, 6.6039], [2.4670, 2.3062, 7.0404], [2.2778, 2.8185, 5.4005]],
  "atomic_forces_ev_per_a": [[0.181, 0.382, 0.462], [-0.061, -0.111, -0.017], [0.057, 0.093, 0.005], [-0.016, -0.033, -0.004], [-0.021, -0.001, -0.011], [-0.003, 0.010, 0.019], [0.016, -0.004, 0.003], [-0.056, 0.033, -0.033], [0.048, -0.077, -0.065], [0.026, -0.040, 0.062], [-0.071, 0.032, -0.045], [0.151, -0.373, 0.012], [-0.045, 0.032, 0.000], [0.025, -0.006, -0.029], [0.007, -0.005, 0.026], [-0.013, 0.007, -0.010], [-0.026, -0.031, -0.011], [0.060, 0.093, 0.022], [0.001, -0.007, 0.003], [-0.005, 0.002, 0.003], [0.020, -0.003, -0.001], [0.063, -0.035, -0.038], [0.002, 0.008, 0.005], [-0.001, 0.001, -0.002], [0.016, 0.009, -0.031], [0.016, -0.095, 0.014], [0.146, 0.019, 0.007], [-0.030, -0.046, 0.074], [-0.097, 0.101, -0.284], [-0.080, 0.001, 0.185], [-0.031, -0.008, 0.002], [0.019, -0.004, -0.009], [-0.067, -0.001, -0.048], [0.007, -0.009, -0.001], [0.001, -0.047, 0.019], [0.015, 0.019, 0.005], [0.002, -0.020, 0.000], [-0.004, -0.047, 0.000], [-0.047, -0.084, -0.143], [-0.052, -0.071, -0.041], [-0.121, 0.236, -0.095], [-0.022, 0.000, -0.002], [0.001, 0.004, -0.001], [-0.003, 0.006, 0.002], [0.000, 0.004, -0.001], [0.000, 0.003, 0.001], [0.001, -0.003, 0.001], [-0.001, 0.004, 0.000], [0.007, 0.015, 0.000], [0.012, 0.017, 0.002], [-0.013, 0.038, -0.015], [0.001, -0.016, 0.020], [-0.019, 0.014, -0.008], [0.014, -0.015, 0.001], [-0.014, -0.010, 0.000], [-0.005, 0.012, 0.002], [0.010, 0.004, -0.010]]
}

---

Record 5
{
  "formula": "C8H12O5P",
  "method": "ωB97M-V with the def2-TZVPD basis set",
  "molar_mass_g_mol": 219.15,
  "e_homo_ev": -3.31,
  "smiles": "COP(=O)(OC)O/C([O-])=C/C1=CCC1",
  "charge": -1,
  "energy_ev": -28017.8596,
  "fmax_ev_per_a": 3.9,
  "orbital_gap_ha": 0.2499,
  "symbols": ["C", "C", "C", "C", "C", "C", "C", "C", "O", "O", "O", "O", "O", "P", "H", "H", "H", "H", "H", "H", "H", "H", "H", "H", "H", "H"],
  "xyz": [[3.1822, 0.8435, 0.2003], [2.2060, -0.0679, -0.1250], [0.1713, -1.3980, -0.2981], [4.3541, -0.0619, -0.0148], [3.2965, -1.1761, -0.2721], [-3.9946, -1.3875, 0.4662], [-1.7373, 2.4899, 0.5821], [0.7589, -0.1798, -0.2054], [0.4062, -2.5654, -0.4321], [-1.3638, -1.1426, -0.1181], [-1.8442, 0.8118, -1.8689], [-3.5725, -0.4755, -0.5851], [-2.0853, 1.0723, 0.7208], [-2.0668, 0.0964, -0.6096], [3.1116, 1.8748, 0.2565], [4.8549, 0.1780, -0.9384], [4.8930, -0.3780, 0.8684], [3.1754, -2.0050, 0.3760], [3.3947, -1.4791, -1.3441], [-5.0317, -1.8340, 0.2544], [-4.1651, -0.6929, 1.3198], [-3.2216, -2.1409, 0.5158], [-2.6954, 3.0934, 0.8283], [-1.3881, 2.7108, -0.5691], [-0.9574, 2.9387, 1.3296], [0.3191, 0.8752, -0.3372]],
  "atomic_forces_ev_per_a": [[-1.484, -1.626, -0.785], [1.145, -1.051, 0.641], [-1.296, 0.471, 0.040], [-1.425, -0.834, 0.633], [-0.982, 1.494, -2.414], [-1.352, 1.475, -0.567], [-0.408, 1.345, -1.311], [2.513, 2.928, -0.343], [0.546, -0.304, 0.164], [1.333, -1.509, -0.218], [0.391, -0.072, 0.123], [-0.924, -0.253, -0.253], [1.013, 1.441, -0.595], [-2.566, 1.263, 0.799], [0.016, 2.048, 0.399], [1.105, -0.118, 0.050], [1.061, 0.579, 0.007], [0.248, -0.859, 0.629], [-0.356, -0.347, 0.820], [1.613, 0.633, -0.273], [0.534, -1.126, 0.130], [-0.131, -0.250, 0.772], [1.402, -0.934, -0.696], [-0.904, -0.501, 3.004], [-1.051, -1.673, -1.266], [-0.040, -2.219, 0.510]]
}

---

Record 6
{
  "formula": "C5H10O",
  "method": "ωB97M-V with the def2-TZVPD basis set",
  "molar_mass_g_mol": 86.13,
  "e_homo_ev": -7.60,
  "energy_ev": -7390.6407,
  "fmax_ev_per_a": 0.3,
  "orbital_gap_ha": 0.3093,
  "symbols": ["C", "C", "C", "C", "C", "O", "H", "H", "H", "H", "H", "H", "H", "H", "H", "H"],
  "xyz": [[0.1238, -1.4487, -0.8014], [-0.0497, -0.1182, -0.0975], [-1.4812, 0.1158, 0.3617], [0.9943, 0.2670, 0.9491], [0.9555, 1.7448, 0.5167], [0.3550, 0.9673, -1.0343], [-0.6364, -1.5812, -1.5804], [1.1141, -1.5191, -1.2605], [0.0176, -2.2638, -0.0772], [-1.5242, 0.9590, 1.0554], [-1.8679, -0.7839, 0.8486], [-2.1346, 0.3249, -0.4960], [0.6654, 0.1013, 1.9807], [1.9303, -0.2910, 0.7868], [1.9514, 2.0311, 0.1412], [-0.4133, 1.4948, -1.2929]],
  "atomic_forces_ev_per_a": [[0.024, -0.025, 0.000], [-0.044, -0.178, 0.028], [-0.005, 0.036, 0.009], [-0.064, -0.100, 0.107], [0.282, -0.179, -0.015], [-0.144, 0.281, -0.126], [0.106, 0.035, 0.100], [-0.133, 0.033, 0.087], [0.012, 0.122, -0.085], [-0.005, -0.093, -0.128], [0.076, 0.106, 0.002], [0.095, -0.085, 0.086], [-0.008, 0.034, -0.138], [-0.144, 0.147, -0.003], [-0.132, -0.045, 0.012], [0.083, -0.090, 0.064]]
}